C4H6O2 | wB97M-V/def2-TZVPD

Cartesian coordinates (Å):
O 1.2543 0.2308 1.5394
O -1.1791 1.0493 -2.0062
C 0.0355 -0.1797 1.1215
C -1.1921 0.3167 0.9977
C -0.0603 0.8016 -2.4065
C 1.0237 -1.2020 1.3257
H 1.5585 -1.6223 0.4697
H -2.0222 -0.3584 0.7956
H 0.7525 1.5571 -2.3581
H -1.3774 1.3794 1.1563
H 0.1853 -0.1739 -2.8765
H 1.0213 -1.7987 2.2414

Properties
- Energy above the lowest of the compared OMol25 structures with the same formula, charge and spin: 84.0 kcal/mol
- Frontier orbital gap: 9.8 eV
- SMILES string: C=C1CO1.C=O
- HOMO: -9.1 eV
- E_tot: -306.37236 Eh

These are the natural (NBO) partial charges, in e, on atoms 1 to 2:
1 O -0.46
2 O -0.49



C23H28O6S3Tc | wB97M-V/def2-TZVPD

Cartesian coordinates (Å):
Tc -0.3229 1.1203 -0.0038
S -0.7458 3.3702 -0.3477
S 0.7874 -1.0912 0.8665
S 1.7135 1.5119 -0.8378
O 1.2613 -1.9833 -0.2478
O -4.6974 -1.2733 -0.8475
O -2.7442 1.4436 0.4855
O -0.6287 1.1159 1.9378
O -2.6443 -1.3626 0.0684
O -1.7860 0.4759 3.7728
C -1.1200 -0.3983 -2.6642
C -0.2362 -4.3285 3.1719
C -0.5479 -1.6820 -2.7695
C -3.5847 -0.7395 -0.3283
C 2.2137 -0.5998 1.8826
C -1.8123 -2.0054 -4.7809
C -2.0181 0.0869 -3.6302
C 1.0297 5.4134 -0.2908
C 3.4962 -1.3681 1.5191
C -1.7526 0.9098 2.6640
C 0.8318 4.0140 -0.3595
C -0.9148 -2.4846 -3.8315
C 1.9469 3.1742 -0.5751
C 4.2638 -0.8486 0.3050
C -2.9855 1.3500 1.9102
C -2.3575 -0.7224 -4.6897
C -3.6808 0.7615 -0.3348
C 3.4061 5.0823 -0.6399
C 3.2436 3.7324 -0.7243
C 2.2868 5.9276 -0.4230
C -0.7608 0.3735 -1.5423
C -0.0870 -2.0906 2.0777
C 0.6557 -3.3935 2.3545
H 0.2754 -5.2750 3.3562
H -3.2017 2.3439 2.2903
H -3.8281 0.6994 2.1195
H 0.9288 -3.8606 1.4091
H -0.4935 -3.4771 -3.9287
H -0.4937 -3.8925 4.1417
H -4.6967 1.0391 -0.0643
H -2.0842 -2.6357 -5.6203
H 4.1349 -1.3208 2.4018
H 4.0884 3.0759 -0.9113
H 1.5829 -3.1983 2.8995
H 5.1892 -1.4157 0.1702
H 0.1741 6.0647 -0.1376
H -2.4080 1.0978 -3.5471
H 0.1691 -2.0078 -2.0149
H 3.6764 -0.9522 -0.6077
H -4.5932 -2.2340 -0.8636
H 4.3934 5.5144 -0.7549
H -3.4979 1.1023 -1.3492
H 2.4293 7.0042 -0.3767
H 4.5333 0.2067 0.4324
H 3.2472 -2.4160 1.3471
H 1.9121 -0.7861 2.9131
H -0.2121 -1.4628 2.9660
H -1.1681 -4.5480 2.6408
H 2.3319 0.4783 1.7564
H -3.0383 -0.3623 -5.4519
H -1.0597 -2.2738 1.6368

Properties
- Energy above the lowest of the compared OMol25 structures with the same formula, charge and spin: 11.0 kcal/mol
- Frontier orbital gap (alpha / beta): 5.8 / 5.8 eV
- HOMO (alpha / beta): -11.2 / -11.2 eV
- Charge: +1
- E_tot: -2619.78502 Eh

These are the natural (NBO) partial charges, in e, on atoms 1 to 2:
1 Tc 0.23
2 S 0.23



C3H5NO3 | wB97M-V/def2-TZVPD

Cartesian coordinates (Å):
O -0.7728 1.1600 -1.2142
O -1.2480 -0.4894 0.6629
O -0.0274 -0.9560 -1.4331
N 0.3540 0.6645 1.7154
C -0.0850 -0.1126 0.7138
C -1.0006 0.0018 -1.4666
C 0.8696 -0.6116 -0.3905
H -1.9587 -0.3995 -1.8054
H 1.6308 0.1037 -0.7266
H 1.3563 -1.5298 -0.0480
H 1.2660 1.0835 1.7315
H -0.3843 1.0853 2.2609

Properties
- Energy above the lowest of the compared OMol25 structures with the same formula, charge and spin: 32.2 kcal/mol
- Frontier orbital gap: 11.1 eV
- SMILES string: NC(=O)COC=O
- HOMO: -10.4 eV
- E_tot: -397.78532 Eh

These are the natural (NBO) partial charges, in e, on atoms 1 to 2:
1 O -0.61
2 O -0.62



C24H60O3 | wB97M-V/def2-TZVPD

Cartesian coordinates (Å):
O 32.6380 104.4810 55.3060
O 31.6120 100.7050 52.2950
O 32.5010 100.9110 49.5990
C 34.5540 101.7520 50.3450
C 34.2380 98.5560 57.2370
C 29.3480 100.7880 57.7450
C 36.4780 98.2520 51.0900
C 35.0880 98.7880 54.6790
C 35.6440 98.8620 52.2330
C 34.0200 102.5010 55.8560
C 33.8700 103.8760 55.1710
C 35.6040 97.9460 53.4870
C 33.1970 100.2070 61.0950
C 31.1500 96.5090 59.7230
C 30.5250 97.8910 60.0450
C 35.8410 100.3650 60.5450
C 31.3390 99.3700 52.5950
C 30.8770 99.2760 54.0980
C 34.9560 97.8750 55.9550
C 30.4900 98.7860 58.7870
C 36.9920 101.1500 59.8000
C 39.4950 100.9680 59.3000
C 29.4700 100.0180 59.0090
C 30.6700 101.4820 57.3850
C 34.3520 100.9640 60.3960
C 33.8660 100.8350 49.3510
C 38.2960 100.4150 60.0620
H 30.4990 102.1730 56.5910
H 30.8110 95.9200 58.7990
H 36.6540 97.6630 53.7250
H 39.4620 102.0650 59.3780
H 33.2760 101.8520 55.3030
H 35.5390 99.5910 54.6640
H 34.1530 101.3960 51.3220
H 29.5600 97.5690 60.3660
H 30.0750 98.3140 54.1780
H 36.7540 98.9870 50.4500
H 34.1020 97.9350 58.0660
H 33.6720 102.4350 56.9110
H 34.9980 97.0000 53.2530
H 35.4910 99.5160 60.1630
H 31.6330 99.4940 54.8050
H 36.0740 99.9490 52.5420
H 33.2580 99.1520 56.9380
H 34.5360 104.5130 55.5150
H 34.0500 99.1770 54.5490
H 32.1720 98.7630 52.4320
H 30.9510 95.6900 60.2720
H 30.9420 102.1770 58.1920
H 31.8750 100.6770 48.9240
H 31.5660 98.9180 58.4750
H 34.0480 103.6350 54.1750
H 38.1270 99.3320 59.8760
H 35.6390 101.5890 50.3150
H 40.3360 100.3720 59.6710
H 34.2000 101.9810 60.6170
H 33.5020 100.2650 62.1200
H 30.1130 98.0080 57.9200
H 34.7710 99.2700 51.7660
H 38.3820 100.5120 61.1100
H 34.2880 102.7500 50.3940
H 33.0860 99.0670 60.5740
H 30.2750 99.9890 54.4390
H 35.9030 97.4050 56.5240
H 36.1420 100.4160 61.5010
H 32.2720 100.9080 60.9320
H 34.1200 99.7720 49.5800
H 28.6320 101.6430 57.7800
H 30.4050 99.0860 52.1350
H 34.1640 101.1480 59.2700
H 34.2470 97.0960 55.6130
H 29.7540 100.6610 59.7910
H 37.2660 102.0750 60.0240
H 35.1060 102.1390 55.6690
H 28.9300 100.1450 56.9190
H 32.0420 104.1490 54.6780
H 28.4740 99.8630 59.0320
H 35.9260 97.4930 50.7080
H 31.5600 100.8130 56.9710
H 32.1350 100.8240 51.4470
H 34.8450 99.4770 57.6340
H 33.7940 101.2260 48.3280
H 32.0450 96.4380 59.7880
H 37.4780 97.8400 51.3890
H 31.0520 98.2460 60.9060
H 39.4220 100.6800 58.4590
H 36.9140 101.0250 58.7910

Properties
- Energy above the lowest of the compared OMol25 structures with the same formula, charge and spin: 0.0 kcal/mol
- Frontier orbital gap: 10.3 eV
- SMILES string: CCCCCC.CCCCCC.CCCCCC.CCO.CCO.CCO
- HOMO: -9.7 eV
- E_tot: -1175.67633 Eh

These are the Mulliken partial charges, in e, on atoms 1 to 2:
1 O -0.56
2 O -0.52



C4H13NO2S | wB97M-V/def2-TZVPD

Cartesian coordinates (Å):
S -0.5990 3.1235 1.4468
O 3.2208 -1.2726 -5.9659
O -0.7208 0.6968 3.2188
N 0.1895 -0.9247 0.0948
C -0.6922 -0.3750 2.3048
C -0.4159 1.5017 0.5376
C -0.9660 -1.1608 -0.7541
C 0.1203 0.1512 1.0756
H -0.8260 0.3034 4.0911
H -1.4056 1.3629 0.0914
H 0.0525 1.8753 -0.4309
H 1.1854 0.3485 1.3126
H 0.9972 -0.7821 -0.4961
H -0.6436 -1.9691 -1.4419
H 3.0493 -1.7978 -5.1775
H -1.7389 -0.5598 1.9818
H -0.2193 -1.3112 2.6656
H -1.1668 -0.2354 -1.3086
H -0.6076 2.7467 2.7271
H 3.0314 -0.3424 -5.8502
H -1.8448 -1.3791 -0.1227

Properties
- Energy above the lowest of the compared OMol25 structures with the same formula, charge and spin: 35.2 kcal/mol
- Frontier orbital gap: 9.0 eV
- SMILES string: CN[C@H](CO)CS.O
- HOMO: -8.5 eV
- E_tot: -763.56624 Eh

These are the natural (NBO) partial charges, in e, on atoms 1 to 2:
1 S -0.07
2 O -0.95



C2H7OS | wB97M-V/def2-TZVPD

Cartesian coordinates (Å):
S 0.9729 0.5941 1.7141
O 2.0828 -0.6766 -1.5675
C -1.0587 0.4279 -0.2775
C -0.6401 -0.1102 1.1003
H 1.4238 -1.0300 -0.9495
H -2.0890 0.7683 -0.2184
H -1.3524 0.1727 1.8572
H 2.4910 0.0068 -1.0200
H -0.4222 -1.1784 1.0340
H -0.9625 -0.2537 -1.1284
H -0.4457 1.2792 -0.5444

Properties
- Energy above the lowest of the compared OMol25 structures with the same formula, charge and spin: 9.3 kcal/mol
- Frontier orbital gap: 6.8 eV
- HOMO: -2.4 eV
- Charge: -1
- E_tot: -553.84913 Eh

These are the natural (NBO) partial charges, in e, on atoms 1 to 2:
1 S -0.77
2 O -0.97